# 1
Computed, not measured: 2 unconnected molecules or ions with the total composition CH5N2OS, with the ωB97M-V functional and the def2-TZVPD basis.

Last column: natural (NBO) charge in e.
Positions of all 10 atoms, in Å:
N  -0.136  -0.293  1.498  -0.88
C  -0.683  0.758  0.744  0.74
N  -0.136  0.931  -0.458  -0.93
O  -1.571  1.457  1.271  -0.77
H  -0.831  -0.779  2.038  0.37
H  0.513  -0.871  0.989  0.37
H  0.632  -0.156  -1.005  0.30
H  -0.526  1.713  -0.954  0.36
S  1.377  -1.471  -1.389  -0.67
H  1.361  -1.291  -2.735  0.12

Its net charge is -1. The total energy is -624.1095 Eh. As for the LUMO energy: 0.150 Ha. For the strongest force on any atom, the calculation gives 1.42 eV/A. The calculation puts the HOMO-LUMO gap at 8.3 eV.

# 2
Computed, not measured: a gas-phase ion, C6H13N4 (charge +1), with the ωB97M-V functional and the def2-TZVPD basis.

Last column: natural (NBO) charge in e.
Positions of all 23 atoms, in Å:
C  -0.124  -0.026  0.106  0.56
C  0.378  0.902  1.141  -0.11
C  -0.728  1.600  1.966  -0.58
C  1.204  0.098  2.249  -0.55
C  0.832  0.653  -2.736  -0.44
C  -0.953  -1.739  -1.354  -0.44
N  1.236  1.971  0.475  -0.18
N  1.363  1.823  -0.711  0.14
N  0.782  1.004  -1.388  -0.16
N  -0.889  -1.020  -0.083  -0.53
H  -0.194  2.379  2.551  0.26
H  -1.161  0.794  2.581  0.22
H  -1.420  2.155  1.301  0.23
H  1.531  0.812  2.981  0.25
H  2.043  -0.339  1.823  0.23
H  0.416  -0.647  2.709  0.21
H  -0.083  0.043  -2.986  0.23
H  0.843  1.742  -3.207  0.26
H  1.762  0.336  -3.103  0.23
H  -1.522  -1.310  -2.254  0.25
H  -1.275  -2.695  -1.049  0.24
H  0.096  -1.954  -1.818  0.24
H  -1.655  -1.235  0.627  0.44

Its net charge is +1. The total energy is -454.9918 Eh. As for the LUMO energy (alpha / beta): -0.172 / -0.172 Ha. For the strongest force on any atom, the calculation gives 6.16 eV/A. The calculation puts the HOMO-LUMO gap (alpha / beta) at 8.7 / 8.7 eV.

# 3
Computed, not measured: a molecular structure, C26H42Cl2IN5O8P2SSn, with the ωB97M-V functional and the def2-TZVPD basis.

Last column: Löwdin charge in e.
Positions of all 88 atoms, in Å:
Sn  -1.912  0.528  0.003  1.04
C  0.863  2.312  -3.349  -0.01
C  0.627  0.841  -3.371  -0.26
N  1.473  0.063  -4.005  0.15
C  1.250  -1.264  -4.032  -0.08
C  0.179  -1.892  -3.470  -0.13
C  0.080  -3.394  -3.465  -0.19
O  0.316  -3.915  -2.165  -0.03
C  -0.769  -1.074  -2.813  -0.07
C  -2.021  -1.591  -2.388  -0.03
N  -2.848  -0.952  -1.623  -0.05
C  -4.113  -1.519  -1.392  -0.36
C  -4.371  -2.883  -1.276  0.00
C  -5.660  -3.313  -1.029  -0.04
C  -6.702  -2.394  -0.891  -0.04
C  -6.456  -1.034  -0.977  -0.11
C  -5.157  -0.622  -1.221  -0.61
I  -4.654  1.376  -1.265  1.28
C  -0.521  0.314  -2.702  -0.30
O  -1.328  1.099  -2.051  -0.23
H  1.895  2.519  -3.623  0.09
H  0.215  2.804  -4.079  0.11
H  0.617  2.737  -2.378  0.06
H  2.001  -1.851  -4.549  0.13
H  -0.881  -3.737  -3.867  0.13
H  0.856  -3.811  -4.104  0.13
H  -0.361  -3.601  -1.555  0.06
H  -2.337  -2.527  -2.845  0.15
H  -3.558  -3.594  -1.345  0.12
H  -5.862  -4.371  -0.940  0.12
H  -7.708  -2.740  -0.704  0.12
H  -7.257  -0.318  -0.862  0.11
N  -1.146  -1.593  4.080  0.19
C  -2.069  -2.006  2.946  -0.47
C  -2.960  -3.163  3.370  -0.05
P  -3.019  -0.526  2.444  0.31
O  -3.918  -0.279  3.726  -0.08
O  -1.967  0.574  2.293  -0.39
O  -3.791  -0.685  1.180  -0.32
P  -0.867  -2.380  1.551  0.36
O  -1.092  -3.907  1.167  -0.09
O  0.463  -2.153  2.167  -0.30
O  -1.348  -1.577  0.352  -0.44
H  -1.343  -2.106  4.939  0.17
H  -1.187  -0.587  4.265  0.15
H  -0.178  -1.793  3.703  0.12
H  -3.615  -2.868  4.190  0.09
H  -2.367  -4.028  3.670  0.10
H  -3.579  -3.471  2.528  0.10
H  -4.862  -0.182  3.547  0.11
H  -0.303  -4.441  1.329  0.11
C  3.076  3.523  2.569  -0.11
C  3.733  4.485  1.581  -0.23
C  3.890  3.926  0.171  -0.18
C  2.607  3.804  -0.646  -0.15
N  1.658  2.796  -0.169  0.03
C  1.771  1.480  -0.316  -0.67
S  0.663  0.423  0.516  0.83
N  2.748  0.944  -1.023  0.07
C  2.925  -0.500  -1.252  -0.18
C  3.515  -1.286  -0.084  -0.19
C  5.006  -1.085  0.172  -0.24
C  5.412  0.316  0.605  -0.10
H  3.276  3.833  3.594  0.08
H  3.469  2.511  2.450  0.06
H  1.993  3.479  2.465  0.01
H  4.732  4.724  1.950  0.11
H  3.187  5.433  1.543  0.11
H  4.383  2.954  0.236  0.08
H  4.551  4.578  -0.405  0.13
H  2.851  3.581  -1.688  0.11
H  2.060  4.747  -0.653  0.14
H  0.988  3.079  0.530  0.06
H  3.430  1.566  -1.430  0.14
H  3.572  -0.591  -2.125  0.14
H  1.947  -0.906  -1.509  0.08
H  3.343  -2.339  -0.319  0.12
H  2.940  -1.073  0.822  0.08
H  5.569  -1.365  -0.723  0.11
H  5.301  -1.790  0.951  0.11
H  5.341  1.035  -0.214  0.05
H  6.448  0.331  0.942  0.08
H  4.791  0.673  1.430  0.07
Cl  -1.677  3.468  0.731  0.54
C  -1.700  4.351  2.301  -0.91
Cl  -0.183  5.179  2.567  0.61
H  -1.862  3.615  3.080  0.04
H  -2.502  5.077  2.237  0.04

Its net charge is +2. The total energy is -4404.6547 Eh. As for the LUMO energy: -0.296 Ha. For the strongest force on any atom, the calculation gives 2.03 eV/A. The calculation puts the HOMO-LUMO gap at 5.2 eV.

# 4
Computed, not measured: a molecular structure, C36H39BrF5N4O4RuSSi, with the ωB97M-V functional and the def2-TZVPD basis.

Last column: Löwdin spin population.
Positions of all 92 atoms, in Å:
Ru  -0.366  0.451  0.916  0.74
O  -6.840  2.540  -1.320  0.00
C  -6.031  3.007  -0.509  0.00
O  -6.048  4.028  0.201  0.00
C  -4.748  2.217  -0.348  0.00
C  -3.729  2.325  -1.299  0.00
C  -2.519  1.710  -1.090  0.00
N  -2.266  0.992  0.011  0.01
C  -3.265  0.819  0.895  0.00
C  -4.502  1.404  0.760  0.00
C  -2.849  -0.024  2.061  0.00
O  -3.544  -0.808  2.643  0.00
O  -1.563  0.183  2.374  0.00
H  -3.895  2.899  -2.201  0.00
H  -1.719  1.778  -1.816  0.00
H  -5.255  1.242  1.519  0.00
C  -0.830  4.584  1.528  0.00
C  -0.722  3.214  1.667  0.00
N  -0.220  2.451  0.684  0.00
C  0.187  3.028  -0.450  0.00
C  0.159  4.395  -0.644  0.00
C  -0.374  5.182  0.368  0.00
C  0.676  4.943  -1.919  0.00
C  1.715  5.755  -2.093  0.00
C  2.660  6.270  -1.086  0.00
C  3.678  7.128  -1.485  0.00
C  4.542  7.584  -0.507  0.00
N  4.422  7.233  0.770  0.00
C  3.424  6.398  1.045  0.00
N  2.544  5.892  0.192  0.00
H  -1.266  5.167  2.326  0.00
H  -1.039  2.701  2.563  0.00
H  0.571  2.372  -1.220  0.00
H  -0.435  6.254  0.239  0.00
H  0.146  4.619  -2.810  0.00
H  1.935  6.065  -3.108  0.00
H  3.789  7.425  -2.518  0.00
H  5.359  8.254  -0.750  0.00
H  3.319  6.097  2.082  0.00
F  4.996  3.719  -1.077  0.00
C  4.195  3.006  -0.291  0.01
C  4.278  3.128  1.086  0.00
F  5.173  3.954  1.619  0.00
C  3.425  2.404  1.904  0.01
F  3.529  2.563  3.222  0.00
C  2.469  1.543  1.380  0.01
S  1.350  0.625  2.386  0.12
C  2.421  1.453  0.001  0.01
F  1.424  0.704  -0.566  0.00
C  3.248  2.160  -0.845  0.00
F  3.117  2.063  -2.168  0.00
C  2.029  -3.128  1.041  0.00
C  0.660  -3.739  1.375  0.00
C  0.884  -5.174  1.894  0.00
C  0.055  -2.921  2.525  0.00
Si  -0.451  -3.800  -0.173  0.01
Br  -0.942  -1.545  -0.725  0.04
C  -2.187  -4.545  0.099  0.00
C  -2.109  -6.069  -0.129  0.00
C  -2.702  -4.309  1.527  0.00
C  -3.247  -3.955  -0.848  0.00
C  0.422  -4.328  -1.798  0.00
C  1.078  -5.708  -1.607  0.00
C  -0.596  -4.420  -2.947  0.00
C  1.512  -3.351  -2.270  0.00
H  2.608  -3.039  1.964  0.00
H  1.945  -2.128  0.609  0.00
H  2.601  -3.754  0.356  0.00
H  1.519  -5.129  2.784  0.00
H  1.382  -5.814  1.165  0.00
H  -0.050  -5.657  2.183  0.00
H  0.825  -2.764  3.285  0.00
H  -0.787  -3.415  3.003  0.00
H  -0.293  -1.935  2.223  0.00
H  -1.343  -6.546  0.487  0.00
H  -1.911  -6.328  -1.169  0.00
H  -3.071  -6.512  0.143  0.00
H  -2.110  -4.836  2.275  0.00
H  -3.722  -4.699  1.588  0.00
H  -2.747  -3.252  1.792  0.00
H  -2.959  -3.977  -1.897  0.00
H  -3.482  -2.924  -0.585  0.00
H  -4.165  -4.538  -0.742  0.00
H  0.374  -6.471  -1.272  0.00
H  1.899  -5.670  -0.891  0.00
H  1.494  -6.039  -2.563  0.00
H  -1.357  -5.181  -2.783  0.00
H  -0.062  -4.685  -3.865  0.00
H  -1.098  -3.467  -3.125  0.00
H  2.342  -3.262  -1.575  0.00
H  1.119  -2.353  -2.457  0.00
H  1.916  -3.728  -3.215  0.00

The total energy is -5771.1244 Eh. As for the LUMO energy (alpha / beta): -0.038 / -0.074 Ha. As for the spin multiplicity: 2. For the strongest force on any atom, the calculation gives 1.99 eV/A. The calculation puts the HOMO-LUMO gap (alpha / beta) at 6.6 / 5.7 eV.

# 5
Computed, not measured: a single C24H28N4O4S molecule, with the ωB97M-V functional and the def2-TZVPD basis.

Last column: natural (NBO) charge in e.
Positions of all 61 atoms, in Å:
C  3.059  2.882  3.338  -0.63
C  1.573  3.207  3.396  -0.08
H  1.342  3.816  4.274  0.19
H  1.260  3.731  2.487  0.21
O  0.791  2.023  3.536  -0.51
C  0.262  1.492  2.413  0.77
O  0.404  1.984  1.302  -0.65
C  -0.515  0.315  2.675  -0.06
C  -1.221  -0.446  1.737  0.19
N  -1.192  -0.116  0.403  -0.63
C  -1.409  -0.888  -0.705  0.31
N  -1.656  -0.208  -1.849  -0.40
C  -1.627  1.232  -1.956  -0.24
C  -0.217  1.682  -2.374  -0.23
N  0.372  0.633  -3.183  -0.47
C  1.706  0.758  -3.572  0.20
C  2.096  0.777  -4.906  -0.25
C  3.432  0.848  -5.264  -0.23
C  4.402  0.915  -4.286  -0.22
C  4.039  0.896  -2.947  -0.28
C  2.708  0.806  -2.577  0.26
O  2.271  0.737  -1.284  -0.50
C  3.216  0.727  -0.247  -0.25
H  3.811  1.648  -0.234  0.17
H  3.884  -0.138  -0.316  0.18
H  2.631  0.661  0.669  0.20
H  4.813  0.930  -2.196  0.22
H  5.446  0.976  -4.553  0.21
H  3.706  0.860  -6.308  0.21
H  1.343  0.746  -5.679  0.21
C  -0.579  -0.030  -4.039  -0.23
H  -1.151  0.685  -4.653  0.17
C  -1.530  -0.850  -3.140  -0.22
H  -1.131  -1.853  -2.974  0.25
H  -2.517  -0.941  -3.608  0.19
H  -0.053  -0.711  -4.706  0.22
H  -0.286  2.632  -2.932  0.17
H  0.412  1.842  -1.498  0.23
H  -1.936  1.705  -1.025  0.23
H  -2.357  1.504  -2.725  0.20
S  -1.393  -2.542  -0.678  -0.26
H  -0.668  0.749  0.260  0.44
C  -1.946  -1.430  2.472  -0.05
C  -2.875  -2.416  2.123  -0.28
C  -3.400  -3.213  3.119  0.27
C  -3.035  -3.021  4.468  -0.21
C  -2.151  -2.040  4.838  -0.24
C  -1.608  -1.237  3.837  0.14
N  -0.749  -0.190  3.937  -0.50
H  -0.362  0.199  4.778  0.42
H  -1.883  -1.890  5.873  0.22
H  -3.480  -3.673  5.202  0.22
O  -4.294  -4.222  2.909  -0.50
C  -4.641  -4.530  1.580  -0.25
H  -3.757  -4.759  0.977  0.19
H  -5.281  -5.409  1.638  0.20
H  -5.194  -3.710  1.110  0.17
H  -3.150  -2.548  1.093  0.25
H  3.357  2.320  4.220  0.21
H  3.280  2.290  2.453  0.21
H  3.630  3.805  3.296  0.22

As for the SMILES: CCOC(=O)c1[nH]c2ccc(OC)cc2c1NC(=S)N1CCN(c2ccccc2OC)CC1. The total energy is -1849.5255 Eh. As for the LUMO energy: 0.010 Ha. For the strongest force on any atom, the calculation gives 1.01 eV/A. The calculation puts the HOMO-LUMO gap at 7.7 eV.